1.
DFT (ωB97M-V with the def2-TZVPD basis set) results for 8 unconnected molecules or ions with the total composition C57H52FNO29P.

Results
Orbital gap ... 2.9 eV
HOMO energy ... -3.7 eV
ΔE to the lowest compared entry with this formula, charge and spin ... 108.9 kcal per mole
Max |F| ... 4.69 eV Å⁻¹
Net charge ... -1

```
141
Properties=species:S:1:pos:R:3:mulliken_charge:R:1
C -0.090 0.225 2.030 -0.79
C 0.905 1.091 1.449 -0.35
P 2.299 0.478 0.239 0.67
C 3.877 0.008 -0.799 0.62
C 5.196 0.513 -0.009 0.12
C 6.302 -0.544 0.365 -0.56
C 7.557 -0.038 1.150 -0.52
C 7.772 1.428 1.604 -0.74
C 6.674 2.472 1.239 0.48
C 6.707 4.017 1.650 -0.69
C 5.448 1.966 0.442 0.06
C 1.235 0.802 -1.322 0.14
C 1.405 2.395 -1.654 -1.11
F -0.218 0.684 -1.093 -0.22
N 1.795 -1.216 0.456 0.69
C 1.394 -1.979 -0.728 -0.51
C 2.654 -1.977 1.365 0.01
C 2.558 -1.880 2.979 -1.19
O 3.522 -2.821 0.945 -0.27
H -0.979 -0.063 1.358 0.07
H -0.004 -0.103 3.130 0.26
H 0.908 2.215 1.721 0.13
H 3.157 0.324 1.421 0.06
H 2.761 1.837 0.166 -0.16
H 3.808 0.459 -1.858 0.23
H 4.020 -1.113 -0.910 -0.66
H 6.183 -1.635 0.067 0.25
H 8.359 -0.806 1.400 0.27
H 8.664 1.805 2.198 0.27
H 6.934 4.731 0.792 0.02
H 7.443 4.109 2.534 0.34
H 5.670 4.253 2.106 0.10
H 4.649 2.743 0.161 0.07
H 1.583 0.297 -2.284 0.06
H 0.639 2.657 -2.475 0.43
H 1.202 3.039 -0.730 0.20
H 2.455 2.565 -2.094 0.19
H 1.461 -3.106 -0.462 0.34
H 2.013 -1.855 -1.679 0.19
H 0.290 -1.835 -1.044 -0.15
H 1.994 -0.959 3.337 0.23
H 3.636 -1.774 3.386 0.28
H 2.168 -2.869 3.421 0.24
C -3.561 -3.521 -1.399 -0.99
C -4.702 -3.675 -0.725 0.44
C -5.421 -2.509 -0.137 1.06
O -6.473 -2.687 0.458 -0.63
C -4.823 -1.181 -0.295 -0.84
C -3.679 -1.025 -0.967 0.25
C -2.974 -2.188 -1.579 0.99
O -1.943 -2.010 -2.201 -0.59
O -3.113 0.200 -1.118 -0.60
O -5.258 -4.907 -0.547 -0.61
H -3.031 -4.359 -1.833 0.45
H -5.346 -0.346 0.152 0.45
H -2.296 0.050 -1.639 0.27
H -6.074 -4.753 -0.032 0.29
C 5.067 -4.392 -3.066 -0.98
C 4.847 -5.425 -3.882 0.40
C 4.026 -5.278 -5.117 0.92
O 3.862 -6.240 -5.850 -0.64
C 3.438 -3.965 -5.400 -0.77
C 3.655 -2.932 -4.582 0.27
C 4.499 -3.073 -3.362 0.89
O 4.690 -2.106 -2.648 -0.47
O 3.115 -1.708 -4.829 -0.67
O 5.366 -6.658 -3.618 -0.55
H 5.663 -4.485 -2.167 0.46
H 2.830 -3.876 -6.290 0.43
H 3.419 -1.136 -4.096 0.33
H 5.067 -7.228 -4.353 0.33
C 2.455 -7.500 1.672 -1.04
C 2.729 -8.527 0.867 0.38
C 3.848 -8.468 -0.116 0.91
O 4.081 -9.437 -0.823 -0.65
C 4.629 -7.232 -0.196 -0.67
C 4.355 -6.198 0.607 0.27
C 3.251 -6.268 1.610 0.86
O 3.037 -5.319 2.341 -0.51
O 5.072 -5.046 0.536 -0.49
O 1.997 -9.677 0.911 -0.58
H 1.647 -7.532 2.391 0.43
H 5.427 -7.197 -0.926 0.46
H 4.683 -4.449 1.215 0.35
H 2.394 -10.262 0.237 0.34
C 6.695 6.865 -1.770 -0.87
C 6.986 8.147 -1.995 0.39
C 5.934 9.203 -1.951 0.92
O 6.241 10.368 -2.143 -0.63
C 4.555 8.787 -1.680 -0.85
C 4.262 7.503 -1.459 0.27
C 5.319 6.452 -1.475 0.83
O 5.018 5.294 -1.251 -0.48
O 2.986 7.103 -1.209 -0.57
O 8.259 8.546 -2.273 -0.58
H 7.450 6.089 -1.797 0.49
H 3.798 9.560 -1.669 0.42
H 3.037 6.134 -1.082 0.31
H 8.207 9.514 -2.393 0.34
C 4.640 4.256 6.757 -0.85
C 4.033 3.849 5.638 0.28
C 3.132 4.755 4.870 0.94
O 2.611 4.356 3.846 -0.53
C 2.906 6.107 5.394 -1.00
C 3.510 6.511 6.513 0.42
C 4.432 5.615 7.266 0.99
O 4.981 6.026 8.276 -0.63
O 3.309 7.763 7.013 -0.58
O 4.214 2.591 5.155 -0.53
H 5.298 3.610 7.323 0.43
H 2.237 6.749 4.837 0.43
H 3.855 7.809 7.822 0.34
H 3.673 2.542 4.341 0.25
C -9.511 -3.737 -0.476 -0.69
C -10.358 -2.720 -0.647 0.31
C -11.718 -2.731 -0.032 0.97
O -12.463 -1.777 -0.191 -0.53
C -12.111 -3.910 0.746 -1.03
C -11.263 -4.928 0.913 0.38
C -9.895 -4.904 0.322 0.93
O -9.142 -5.844 0.511 -0.64
O -11.615 -6.029 1.630 -0.57
O -10.013 -1.632 -1.387 -0.56
H -8.522 -3.741 -0.913 0.37
H -13.105 -3.914 1.171 0.43
H -10.834 -6.616 1.604 0.35
H -10.790 -1.038 -1.360 0.24
C -11.325 3.327 -2.467 -1.00
C -12.173 4.343 -2.637 0.37
C -13.532 4.332 -2.024 0.93
O -14.273 5.287 -2.185 -0.61
C -13.926 3.154 -1.246 -0.85
C -13.079 2.135 -1.078 0.36
C -11.710 2.159 -1.670 0.94
O -10.953 1.220 -1.483 -0.51
O -13.435 1.036 -0.361 -0.55
O -11.831 5.433 -3.377 -0.56
H -10.336 3.324 -2.905 0.43
H -14.921 3.151 -0.821 0.43
H -12.655 0.444 -0.384 0.27
H -12.610 6.023 -3.346 0.35
```

---

2.
DFT (ωB97M-V with the def2-TZVPD basis set) results for 6 unconnected molecules or ions with the total composition C57H55Br2ClFN5O14S.

Results
Orbital gap ... 8.3 eV
HOMO energy ... -9.1 eV
Max |F| ... 2.20 eV Å⁻¹

```
136
Properties=species:S:1:pos:R:3:mulliken_charge:R:1
C -4.865 0.745 0.692 -1.48
C -3.914 0.409 -0.487 1.01
C -4.255 1.209 -1.761 -1.38
C -4.093 -1.127 -0.785 -1.96
C -2.724 -1.756 -1.026 0.29
C -1.929 -1.991 0.072 -0.47
C -0.676 -2.547 -0.013 0.65
C 0.190 -2.749 1.232 -0.19
Br 2.000 -2.002 0.989 -0.07
C -0.415 -2.037 2.467 -0.33
C 0.396 -2.329 3.758 -1.45
Br -0.420 -0.076 2.263 0.01
C -0.264 -2.909 -1.291 0.78
C -1.044 -2.683 -2.409 0.87
C -2.295 -2.075 -2.312 -0.13
C -3.173 -1.757 -3.512 0.54
C -3.941 -2.988 -4.044 -1.37
F -2.388 -1.185 -4.536 -0.30
C -0.494 -3.092 -3.765 -0.54
O -1.194 -3.562 -4.644 -0.56
C 0.991 -2.896 -3.941 0.23
C 1.551 -2.476 -5.139 0.90
C 0.649 -2.175 -6.332 -0.40
C 1.259 -1.195 -7.348 -1.48
C 1.596 0.201 -6.777 -0.67
C 0.439 0.767 -5.915 -0.20
S 0.899 2.459 -5.423 1.09
O 0.801 2.575 -4.003 -0.52
O 2.213 2.741 -5.905 -0.56
Cl -0.427 3.746 -6.311 -0.23
C 2.930 -2.326 -5.191 -0.56
C 3.685 -2.619 -4.076 -0.87
C 3.127 -3.038 -2.889 -1.00
C 1.758 -3.158 -2.820 0.87
C 1.065 -3.578 -1.543 -0.84
O 1.545 -4.422 -0.802 -0.61
H -4.913 1.823 0.865 0.44
H -4.471 0.210 1.565 0.34
H -5.843 0.315 0.437 0.30
H -2.866 0.544 -0.194 0.27
H -5.158 0.754 -2.194 0.16
H -4.471 2.250 -1.484 0.47
H -3.453 1.210 -2.507 0.23
H -4.465 -1.583 0.145 0.63
H -4.813 -1.344 -1.577 0.86
H -2.357 -1.690 1.022 0.18
H 0.227 -3.827 1.417 0.63
H -1.428 -2.404 2.654 0.53
H -0.256 -2.069 4.600 0.41
H 1.204 -1.592 3.798 0.37
H 0.765 -3.356 3.809 0.35
H -3.898 -0.982 -3.264 -0.15
H -3.583 -3.280 -5.032 0.42
H -5.010 -2.745 -4.041 0.35
H -3.800 -3.839 -3.368 0.10
H 0.356 -3.084 -6.869 0.50
H -0.270 -1.741 -5.919 -0.01
H 0.511 -1.035 -8.140 0.47
H 2.138 -1.606 -7.861 0.36
H 1.708 0.878 -7.631 0.58
H 2.510 0.185 -6.179 0.39
H 0.267 0.174 -5.013 -0.02
H -0.474 0.760 -6.523 0.51
H 3.405 -1.985 -6.106 0.38
H 4.767 -2.524 -4.134 0.39
H 3.772 -3.258 -2.043 0.55
O -0.095 5.363 3.791 -0.63
N 0.339 4.284 3.437 1.07
O -0.335 3.289 3.267 -0.62
C 1.784 4.169 3.198 0.02
C 2.598 5.269 3.413 -0.43
C 3.962 5.147 3.209 -0.26
C 4.497 3.936 2.789 -0.57
C 3.669 2.845 2.568 -0.61
C 2.303 2.958 2.773 -0.45
H 2.183 6.212 3.740 0.48
H 4.611 5.994 3.378 0.49
H 5.565 3.844 2.635 0.53
H 4.090 1.903 2.238 0.49
H 1.661 2.105 2.603 0.53
O -2.228 -5.601 2.631 -0.64
N -2.659 -5.376 1.517 1.07
O -2.969 -4.274 1.107 -0.50
C -2.815 -6.505 0.595 -0.04
C -2.506 -7.783 1.028 -0.49
C -2.677 -8.847 0.158 -0.46
C -3.147 -8.625 -1.130 -0.42
C -3.442 -7.336 -1.554 -0.56
C -3.277 -6.267 -0.688 -0.04
H -2.140 -7.959 2.029 0.47
H -2.446 -9.852 0.484 0.38
H -3.284 -9.459 -1.806 0.39
H -3.805 -7.164 -2.559 0.42
H -3.510 -5.264 -1.019 0.45
O -7.403 -1.160 -3.409 -0.60
N -8.222 -0.548 -4.070 1.04
O -8.533 -0.825 -5.209 -0.61
C -8.875 0.612 -3.444 0.01
C -8.514 0.973 -2.160 -0.13
C -9.108 2.079 -1.575 -0.57
C -10.059 2.807 -2.278 -0.40
C -10.419 2.427 -3.565 -0.44
C -9.824 1.323 -4.155 -0.42
H -7.775 0.408 -1.609 0.49
H -8.828 2.375 -0.573 0.39
H -10.519 3.675 -1.823 0.38
H -11.162 2.995 -4.110 0.38
H -10.104 1.032 -5.157 0.44
O 7.191 4.722 7.164 -0.60
N 6.361 5.363 6.549 0.98
O 6.000 5.112 5.415 -0.50
C 5.754 6.520 7.219 0.03
C 6.168 6.855 8.496 -0.33
C 5.609 7.961 9.117 -0.50
C 4.644 8.713 8.460 -0.42
C 4.231 8.358 7.183 -0.57
C 4.788 7.256 6.555 0.07
H 6.919 6.272 9.009 0.45
H 5.928 8.238 10.112 0.37
H 4.213 9.579 8.945 0.39
H 3.477 8.944 6.674 0.39
H 4.466 6.983 5.561 0.25
O 7.853 -0.757 1.247 -0.62
N 7.228 0.120 1.806 1.06
O 6.334 0.766 1.292 -0.61
C 7.575 0.426 3.201 -0.27
C 8.609 -0.262 3.811 -0.42
C 8.944 0.049 5.119 -0.45
C 8.244 1.036 5.802 -0.47
C 7.202 1.711 5.179 -0.22
C 6.865 1.406 3.871 0.42
H 9.155 -1.030 3.282 0.46
H 9.754 -0.476 5.607 0.38
H 8.511 1.282 6.821 0.41
H 6.657 2.478 5.712 0.29
H 6.056 1.935 3.393 -0.04
```

---

3.
DFT (ωB97M-V with the def2-TZVPD basis set) results for a molecular structure, C57H55FN5O3P2PbS2SbSe4.

Results
Orbital gap ... 3.2 eV
HOMO energy ... -5.2 eV
ΔE to the lowest compared entry with this formula, charge and spin ... 141.1 kcal per mole
Max |F| ... 0.65 eV Å⁻¹

```
131
Properties=species:S:1:pos:R:3:mulliken_charge:R:1
Pb 1.268 0.557 3.128 2.41
C 0.829 4.267 -4.664 -0.58
S 0.652 2.536 -5.137 -0.15
C 2.116 1.815 -4.341 -1.31
C 1.862 1.186 -2.977 0.11
C 1.458 2.221 -1.941 -1.39
N 1.426 1.741 -0.541 1.12
P 2.877 1.268 0.272 -0.73
C 4.216 1.983 -0.747 1.07
C 5.071 1.257 -1.571 -0.25
C 6.081 1.892 -2.281 -0.90
C 6.246 3.266 -2.181 -0.62
C 5.410 4.001 -1.351 -0.71
C 4.414 3.360 -0.632 -0.62
C 3.113 -0.535 0.058 1.17
C 3.976 -1.118 0.989 -0.72
C 4.168 -2.494 1.012 -0.65
C 3.489 -3.310 0.122 -0.78
C 2.613 -2.742 -0.795 -0.52
C 2.430 -1.368 -0.824 0.20
P 0.348 2.530 0.620 -0.34
C 0.168 4.191 -0.121 0.74
C 1.067 5.153 0.338 -0.47
C 1.048 6.446 -0.166 -0.84
C 0.101 6.801 -1.115 -0.61
C -0.826 5.862 -1.551 -0.82
C -0.792 4.565 -1.062 -0.16
C -1.301 1.741 0.280 2.07
C -2.615 2.462 0.636 -0.23
C -3.668 2.568 -0.368 -1.59
C -3.630 1.893 -1.525 -1.00
C -2.416 1.181 -1.894 -0.97
C -1.349 1.141 -1.087 0.15
H 0.027 4.817 -5.155 0.37
H 1.783 4.665 -5.010 0.33
H 0.738 4.414 -3.590 -0.01
H 2.872 2.600 -4.256 0.39
H 2.512 1.072 -5.034 0.49
H 2.772 0.669 -2.673 0.15
H 1.071 0.433 -3.070 -0.16
H 0.464 2.579 -2.202 0.44
H 2.128 3.086 -2.018 0.97
H 4.955 0.182 -1.650 0.37
H 6.742 1.310 -2.911 0.43
H 7.034 3.761 -2.735 0.40
H 5.545 5.071 -1.249 0.46
H 3.785 3.936 0.039 0.31
H 4.485 -0.495 1.719 0.19
H 4.833 -2.923 1.751 0.42
H 3.626 -4.384 0.151 0.37
H 2.063 -3.373 -1.485 0.44
H 1.732 -0.941 -1.528 -0.26
H 1.775 4.890 1.118 0.51
H 1.755 7.179 0.201 0.45
H 0.072 7.812 -1.501 0.39
H -1.580 6.142 -2.278 0.48
H -1.523 3.844 -1.407 0.19
H -2.535 3.275 1.349 0.64
H -4.507 3.215 -0.139 0.47
H -4.450 1.953 -2.229 0.44
H -2.334 0.755 -2.889 0.52
H -0.430 0.717 -1.460 -0.86
S -2.247 2.671 5.237 -0.56
C -0.743 3.480 5.581 0.99
C -0.410 4.286 6.656 -0.61
C 0.870 4.825 6.715 -0.68
C 1.793 4.561 5.708 -1.00
C 1.460 3.750 4.631 -0.49
C 0.188 3.192 4.579 -0.82
N -0.253 2.298 3.614 0.79
C -1.554 1.970 3.743 0.75
C -2.345 1.248 2.862 0.03
C -3.593 0.766 3.385 -1.05
C -4.428 -0.088 2.751 -1.75
C -3.982 -0.640 1.498 -0.77
C -2.929 -0.121 0.857 -0.68
C -2.250 1.118 1.334 1.90
H -1.129 4.492 7.439 0.40
H 1.149 5.451 7.552 0.39
H 2.792 4.977 5.766 0.48
H 2.192 3.543 3.859 0.65
H -3.843 1.050 4.401 0.35
H -5.320 -0.455 3.239 0.34
H -4.469 -1.524 1.094 0.46
H -2.576 -0.583 -0.052 0.64
C -1.933 -6.898 1.758 -1.08
C -2.838 -5.681 1.850 -1.10
N -2.115 -4.425 1.672 0.41
C -1.713 -3.738 2.773 -0.46
C -1.007 -2.581 2.792 -0.10
C -0.734 -2.020 4.184 0.17
O -1.277 -2.598 5.118 -0.78
O 0.041 -1.014 4.272 -0.36
C -0.622 -1.994 1.538 -0.05
O 0.016 -0.953 1.362 -0.33
C -1.091 -2.732 0.337 0.40
C -0.831 -2.176 -0.909 0.58
C -1.254 -2.802 -2.045 0.67
F -1.041 -2.210 -3.247 -0.48
C -1.922 -4.028 -1.995 -1.67
C -2.186 -4.587 -0.758 -0.50
C -1.808 -3.929 0.423 0.13
N -2.332 -4.739 -3.163 0.48
C -3.755 -5.003 -3.319 -0.63
C -3.913 -6.407 -3.934 -0.77
N -2.587 -6.754 -4.556 -0.16
C -2.109 -5.612 -5.406 -0.68
C -1.721 -4.461 -4.453 -0.71
H -2.508 -7.814 1.897 0.41
H -1.165 -6.858 2.531 0.35
H -1.426 -6.950 0.793 0.29
H -3.315 -5.630 2.827 0.51
H -3.648 -5.721 1.119 0.46
H -2.005 -4.147 3.733 0.56
H -0.320 -1.225 -0.951 -0.52
H -2.663 -5.557 -0.713 0.82
H -4.228 -4.252 -3.964 0.30
H -4.253 -4.964 -2.356 0.51
H -4.658 -6.439 -4.726 0.37
H -4.132 -7.179 -3.199 0.41
H -2.622 -7.635 -5.063 0.30
H -1.927 -6.833 -3.777 0.37
H -2.938 -5.354 -6.062 0.34
H -1.274 -5.959 -6.010 0.37
H -2.051 -3.518 -4.897 0.44
H -0.640 -4.416 -4.334 0.49
Se 3.756 -1.110 5.643 -0.38
Sb 4.532 1.314 5.554 0.63
Se 2.132 0.631 6.081 -0.36
Se 4.686 2.029 3.289 -0.27
Se 5.764 2.088 7.404 -0.57
```

---

Number 3 is which compound?
C57H55FN5O3P2PbS2SbSe4